Entry 1:
C29H53NO6 | ωB97M-V/def2-TZVPD

```
89
Properties=species:S:1:pos:R:3:forces:R:3
O -3.6304 0.7873 5.4355 -0.1 0.3 0.2
O 2.9882 4.8855 -1.2916 -0.2 -0.3 -0.4
O -0.9922 -5.7141 1.0948 0.1 0.0 0.0
O 1.5301 -4.7411 -4.6070 0.3 -0.1 0.0
O 2.7008 0.4753 -3.7717 -0.8 0.5 0.1
O -3.6133 3.9360 1.0965 0.3 -0.2 0.4
N 0.3250 -0.6097 -1.9982 0.4 -0.3 0.1
C 5.0187 0.6234 -3.3231 -0.1 -0.2 0.1
C -0.4092 0.4954 -2.0270 -0.3 -0.5 -0.3
C -2.0237 -5.4634 2.0547 -0.1 0.0 -0.1
C 3.6025 3.5682 0.5153 -0.1 0.8 0.6
C 0.5057 -0.3900 0.3682 -0.2 0.1 0.1
C -2.0928 -0.1141 3.8978 -0.6 -0.4 0.2
C -0.2940 -3.9206 2.4624 -1.1 0.0 -0.2
C -4.0760 1.0845 4.1110 0.0 -0.3 -0.1
C 2.0776 3.7229 0.6118 -0.2 -0.3 -1.5
C 0.0128 -4.7101 1.1916 0.2 0.5 0.3
C -4.3289 3.6222 -0.0599 -1.1 -0.1 -0.8
C -0.2319 0.7809 0.3144 -0.4 0.3 0.3
C -0.7235 1.2352 -0.8967 0.1 -0.1 -0.3
C 2.2720 -4.8370 -2.3410 0.6 0.0 -0.2
C 1.7556 4.5936 -0.6423 0.0 0.6 0.6
C 0.7874 -1.0340 -0.8260 0.1 0.2 0.0
C -5.7056 3.1711 0.4363 0.1 -0.3 0.1
C -2.3659 0.1415 5.3857 0.5 -0.2 -0.5
C -1.8353 -4.0205 2.5019 0.5 -0.3 0.4
C 3.9186 -0.1545 -4.0733 0.8 0.1 0.2
C -2.8267 1.0722 3.2603 0.6 -0.6 0.2
C 4.3324 1.9507 -3.0424 0.1 0.4 0.3
C 3.0188 -5.8592 -3.2136 0.3 -0.1 0.0
C 1.3750 -4.0999 -3.3445 -0.4 0.1 0.1
C 2.9013 1.5094 -2.7899 -0.1 -0.8 -0.4
C 2.0754 -6.0411 -4.3763 -0.9 0.0 -0.2
C -4.5307 4.6570 1.9178 0.4 0.3 0.2
C 3.9840 4.7914 -0.3037 0.4 0.0 0.0
C -5.9267 4.0671 1.6640 0.0 0.4 -0.2
H 1.2519 -6.7267 -4.1222 0.1 0.0 0.1
H -4.4717 4.5030 -0.7078 0.2 0.1 0.1
H 3.2574 -6.7740 -2.6711 -0.1 -0.1 -0.1
H 1.6088 2.7535 0.4526 -0.2 0.0 0.5
H 1.6283 -3.0458 -3.4641 0.0 0.0 0.0
H 2.7112 1.0329 -1.8179 0.4 0.3 0.2
H -1.9134 -6.1744 2.8811 0.0 0.1 0.1
H 4.9617 4.7205 -0.7822 -0.1 -0.1 -0.1
H -2.6054 -1.0405 3.6101 0.0 0.1 -0.1
H -0.4620 1.3490 1.2095 0.0 -0.2 0.1
H 1.4537 -1.8916 -0.8389 -0.2 -0.2 -0.1
H 5.2451 0.1527 -2.3616 0.0 -0.1 -0.1
H 1.0629 4.1235 -1.3376 0.1 0.0 -0.1
H -4.4494 5.7105 1.6216 -0.4 0.0 0.0
H -3.8496 2.8497 -0.6590 0.4 0.0 0.2
H 4.0784 3.6140 1.4959 0.1 -0.3 -0.1
H 0.0644 -4.4428 3.3497 0.4 0.2 0.0
H 0.7928 -0.8151 1.3216 0.3 0.1 -0.1
H -2.3090 -3.3191 1.8153 0.0 0.0 -0.1
H -5.6359 2.1260 0.7464 -0.1 0.0 0.0
H 3.8589 2.6578 -0.0205 0.1 -0.1 0.1
H 4.3556 2.6180 -3.9064 0.0 -0.1 0.0
H -2.2489 1.9788 3.4513 -0.1 0.1 -0.4
H -1.3723 2.0984 -0.9606 0.1 0.1 0.0
H 2.4982 -6.3868 -5.3172 0.2 0.0 0.1
H 3.9181 -1.2008 -3.7534 -0.2 -0.1 -0.2
H 2.1520 2.2855 -2.9333 0.0 0.0 -0.1
H 0.3237 -4.1444 -3.0353 0.0 0.0 0.0
H -2.1929 -3.8394 3.5160 -0.2 0.0 -0.1
H -2.9757 0.8668 2.2028 -0.2 0.5 -0.1
H -0.7977 0.6981 -3.0205 -0.1 0.5 0.1
H -6.4875 3.2402 -0.3188 0.0 0.1 0.0
H 0.0104 -2.8767 2.4445 0.4 -0.1 0.0
H 5.9485 0.6726 -3.8877 0.0 0.2 0.0
H 4.0786 -0.0882 -5.1523 0.0 -0.2 0.0
H -2.4186 -0.7782 5.9688 0.1 0.0 0.1
H -2.9917 -5.6527 1.5893 0.0 0.0 -0.1
H 3.9970 5.7029 0.3117 -0.1 -0.1 0.1
H 1.0129 -5.1451 1.2311 -0.1 -0.3 -0.1
H -1.0500 -0.2372 3.6094 0.1 0.2 0.2
H -4.7509 0.2845 3.7815 -0.1 0.1 0.0
H 3.0108 -4.1734 -1.8900 -0.2 0.1 0.2
H -6.3202 3.4998 2.5035 0.1 0.1 0.1
H 1.3322 5.5541 -0.3194 -0.2 -0.1 0.0
H -4.2044 4.6150 2.9575 0.1 -0.3 -0.1
H 3.9645 -5.4567 -3.5821 0.0 0.1 0.1
H 1.6906 4.2167 1.4971 0.2 -0.2 0.2
H -6.6026 4.8980 1.4589 -0.2 -0.2 0.0
H -0.0401 -4.0508 0.3174 0.0 -0.1 0.0
H 1.7057 -5.3370 -1.5579 -0.1 0.1 0.0
H -4.6040 2.0367 4.1127 0.0 0.0 0.1
H -1.5623 0.7785 5.7740 -0.3 0.1 0.3
H 4.7668 2.4982 -2.2050 0.0 0.0 0.0
```
Positions in Å, forces in eV/Å.

The HOMO energy comes out at -9.21 eV. For the electronic energy, the calculation gives -44704.4627 eV. Its largest force on an atom is 1.50 eV Å⁻¹. As for the LUMO energy: 0.546 eV. Its structure (SMILES) is c1ccncc1.C1CCOC1.C1CCOC1.C1CCOC1.C1CCOC1.C1CCOC1.C1CCOC1. As for the spin multiplicity: 1.

Need the Löwdin charges? In units of e they are: O -0.13; O -0.15; O -0.14; O -0.14; O -0.15; O -0.15; N 0.07; C -0.16; C -0.15; C -0.20; C -0.16; C -0.07; C -0.17; C -0.16; C -0.21; C -0.14; C -0.21; C -0.24; C -0.10; C -0.06; C -0.16; C -0.19; C -0.15; C -0.16; C -0.20; C -0.17; C -0.21; C -0.18; C -0.17; C -0.17; C -0.20; C -0.20; C -0.21; C -0.20; C -0.23; C -0.15; H 0.12; H 0.12; H 0.11; H 0.07; H 0.10; H 0.11; H 0.12; H 0.12; H 0.10; H 0.10; H 0.10; H 0.11; H 0.11; H 0.12; H 0.11; H 0.11; H 0.12; H 0.09; H 0.11; H 0.11; H 0.09; H 0.12; H 0.12; H 0.10; H 0.12; H 0.11; H 0.12; H 0.12; H 0.11; H 0.11; H 0.11; H 0.11; H 0.09; H 0.11; H 0.12; H 0.12; H 0.12; H 0.12; H 0.12; H 0.10; H 0.12; H 0.10; H 0.10; H 0.11; H 0.11; H 0.11; H 0.11; H 0.11; H 0.11; H 0.10; H 0.11; H 0.12; H 0.10

---

Entry 2:
C29H54F15N3O15S5 | ωB97M-V/def2-TZVPD

```
121
Properties=species:S:1:pos:R:3:forces:R:3
S -12.4648 15.2298 -34.7898 -1.1 0.4 -1.9
S -17.0380 22.0961 -32.0927 -1.5 -3.0 -1.8
S -15.1969 10.0245 -25.5825 -0.4 0.7 -3.6
S -16.0906 22.9549 -20.5727 1.6 1.5 0.0
S -23.8614 13.5832 -30.6148 -3.2 1.8 -1.7
F -10.2798 13.7816 -34.1131 0.4 -0.7 -0.3
F -18.5118 22.2228 -21.6409 -0.5 -0.5 0.3
F -21.2612 12.7856 -31.4694 1.5 0.3 1.4
F -22.8490 11.7985 -32.3376 -0.7 0.2 -1.2
F -18.6117 23.3794 -19.8107 -1.8 0.6 1.4
F -12.5817 10.4141 -26.4706 -0.6 0.5 -0.7
F -17.1461 23.8278 -34.1549 -0.2 0.9 0.5
F -16.7243 24.8055 -32.1649 -1.4 -0.8 -1.5
F -18.8300 24.0659 -32.7181 2.3 0.5 -0.3
F -12.8339 8.6225 -25.4019 -0.5 -0.5 0.5
F -12.8467 10.5164 -24.4007 0.6 1.1 2.6
F -10.5733 15.4476 -32.8245 0.2 0.7 0.2
F -11.8024 13.7181 -32.5464 0.1 -0.1 -0.5
F -22.2857 13.9657 -32.9052 -0.9 -1.7 0.8
F -18.2316 24.3196 -21.7908 -0.3 0.2 1.0
O -15.6513 24.1279 -19.7427 -1.3 -1.5 -1.9
O -17.1347 22.1467 -30.6771 -0.4 1.4 2.2
O -18.0716 21.1611 -32.6388 1.3 2.1 0.0
O -16.0885 21.7390 -19.7819 -0.7 -0.3 -0.2
O -15.6907 21.8027 -32.5191 0.3 0.7 -0.9
O -15.4384 9.5996 -26.9712 0.7 -0.5 0.9
O -15.5187 11.4165 -25.4403 0.7 1.4 0.6
O -15.8333 9.2240 -24.5967 0.2 -1.6 1.6
O -13.4510 16.0683 -34.0848 1.5 -1.5 0.0
O -24.0056 12.4850 -29.6909 0.9 -1.0 0.2
O -11.5580 15.9686 -35.6663 -0.1 -0.4 1.1
O -23.4424 14.8290 -30.0032 0.9 -0.5 -0.4
O -25.0894 13.7668 -31.4694 2.9 -0.7 1.0
O -15.4078 22.8047 -21.8865 -1.5 0.6 1.6
O -13.0649 14.0750 -35.5175 0.8 0.6 1.8
N -16.2365 8.6571 -34.9621 -1.4 -1.1 -0.5
N -21.3992 10.0873 -25.7689 -0.6 1.1 1.1
N -15.7077 17.2238 -28.4849 0.1 -2.4 0.6
C -16.4643 17.9053 -27.3592 1.1 1.0 1.0
C -21.2991 8.5616 -23.9119 -0.3 0.4 2.6
C -20.9604 12.5574 -24.8665 -0.5 -0.8 0.6
C -22.6392 8.3847 -24.5864 -0.3 -1.0 0.2
C -21.4683 13.9281 -25.1900 -0.5 1.3 -1.6
C -15.5590 10.6459 -33.9312 0.3 1.2 0.5
C -17.4532 23.8511 -32.8606 -0.4 -2.0 2.1
C -20.4547 9.4361 -24.7647 0.8 -1.4 -2.0
C -15.7459 17.8621 -25.9851 -0.2 -1.6 -0.1
C -12.8471 8.4352 -37.2278 -1.3 0.2 0.5
C -14.3635 17.9058 -28.8507 -2.4 -0.2 -0.4
C -16.3123 18.6277 -24.7938 -0.2 0.7 -1.3
C -15.4630 9.6209 -32.8406 0.1 -1.5 0.2
C -17.5749 15.8097 -29.2150 -0.9 1.8 0.6
C -15.4641 15.7487 -28.1456 2.4 0.6 1.7
C -22.5508 9.1446 -25.8914 0.0 -0.3 0.1
C -15.3378 8.4368 -36.2561 0.5 0.1 1.1
C -22.0157 11.4128 -25.0883 1.0 -0.5 -0.8
C -15.6636 8.3116 -33.5980 0.4 -1.8 -0.6
C -16.6577 10.0892 -34.7925 1.1 0.0 -0.5
C -22.4741 13.0083 -31.9085 -1.3 1.5 0.2
C -13.2640 9.8987 -25.4384 -1.1 -1.1 -1.8
C -16.7094 14.9763 -28.3250 0.2 -1.9 -1.1
C -11.1964 14.4929 -33.4933 -2.0 0.6 -0.3
C -16.6863 16.9984 -29.6260 0.2 -0.1 -0.9
C -20.7548 10.3024 -27.1778 -1.1 1.1 2.9
C -18.0450 23.2724 -20.9517 4.5 -0.8 -2.3
C -13.8807 8.9356 -36.1191 0.4 -0.2 -0.7
C -17.5170 7.7505 -35.1822 2.1 1.3 -0.1
H -20.6492 12.5551 -23.8219 -0.1 -0.3 0.1
H -11.9252 9.0122 -37.1553 0.0 -0.2 0.4
H -17.0114 6.7888 -35.2701 -0.9 -0.3 -0.4
H -15.2550 7.3561 -36.3712 -0.4 0.0 0.0
H -22.2500 8.4595 -26.6840 -0.5 0.1 -0.1
H -19.8980 8.6594 -25.2891 0.5 0.7 -0.9
H -16.1412 16.6774 -30.5136 0.4 0.7 0.0
H -21.5254 10.8709 -27.6985 0.3 -0.2 -0.5
H -12.6739 7.3634 -37.1308 0.2 0.1 0.1
H -15.5738 18.5219 -23.9991 -0.3 0.5 0.1
H -22.7919 7.3315 -24.8220 -0.1 0.0 0.0
H -14.9464 15.6940 -27.1880 -0.5 0.1 0.3
H -17.2860 17.8991 -29.7575 0.4 0.0 -0.4
H -14.7439 18.7595 -29.4116 0.7 0.2 -0.2
H -20.6793 14.6695 -25.3159 0.3 -0.1 0.7
H -14.7000 18.1538 -26.0802 0.0 -0.1 -0.1
H -20.0261 12.3912 -25.4029 -0.2 -0.2 -0.3
H -16.4217 19.6395 -25.1842 0.0 0.4 0.9
H -19.7047 10.0874 -24.3159 -0.5 0.3 0.0
H -22.5159 11.1058 -24.1698 0.7 -0.4 0.3
H -22.2526 14.3801 -24.5827 0.2 -0.4 0.4
H -17.9117 15.1587 -30.0217 -0.4 0.9 -0.2
H -17.2887 18.2877 -24.4485 0.1 -0.1 -0.1
H -23.4762 9.6802 -26.1029 0.3 0.0 -0.5
H -13.1710 8.5893 -38.2571 -0.4 0.2 0.1
H -13.5631 8.5149 -35.1650 0.4 0.3 0.0
H -14.6897 15.3209 -28.7823 -0.1 0.7 -0.6
H -17.9972 8.1713 -36.0656 0.0 -0.6 -0.1
H -18.3642 16.3834 -28.7290 -0.8 -1.1 0.1
H -16.6915 10.4648 -35.8152 -0.7 0.6 0.4
H -22.9057 11.6039 -25.6879 0.6 0.8 -0.7
H -15.9089 8.8700 -37.0772 0.1 0.0 0.1
H -15.7841 11.6155 -33.4870 -0.1 0.1 -0.4
H -17.4478 17.4514 -27.2374 0.1 0.2 -0.4
H -17.5486 10.1028 -34.1647 -0.4 0.1 -0.7
H -16.2915 9.6274 -32.1323 0.2 0.7 0.3
H -16.3923 14.2282 -29.0515 0.1 -0.6 0.3
H -13.8690 17.1728 -29.4881 0.3 0.4 0.1
H -14.5975 10.7454 -34.4349 -0.2 0.1 -0.1
H -21.3920 9.0600 -22.9470 -0.4 -0.1 0.2
H -23.4468 8.6291 -23.8964 -0.1 0.4 -0.4
H -18.2007 7.8054 -34.3350 0.4 0.1 0.0
H -16.4840 18.9467 -27.6802 -0.7 0.0 -0.1
H -14.8054 7.6475 -33.7005 0.5 0.6 -0.3
H -13.7951 10.0213 -36.0741 -0.2 -0.1 0.0
H -17.1166 14.3458 -27.5346 -0.2 0.8 0.4
H -16.3634 7.5698 -33.2131 -0.3 0.6 0.7
H -20.8484 7.5999 -23.6665 0.3 0.2 -0.3
H -20.5401 9.3060 -27.5640 0.3 0.5 -0.1
H -15.8137 16.8327 -25.6332 0.6 -0.4 -0.3
H -21.8647 13.9816 -26.2040 -0.3 -0.4 -0.2
H -19.9421 10.9569 -26.8626 0.5 -0.4 -1.1
H -14.4950 9.6261 -32.3396 -0.3 0.1 0.2
H -13.8241 18.2214 -27.9576 -0.1 -0.3 -0.2
```
Positions in Å, forces in eV/Å.

The HOMO energy comes out at -4.29 eV. Its net charge is -2. For the electronic energy, the calculation gives -161065.4416 eV. Its largest force on an atom is 5.17 eV Å⁻¹. As for the LUMO energy: 1.115 eV. As for the spin multiplicity: 1.

Atomic partial charges in e from the Löwdin method, atoms 1 to 99: S 0.49; S 0.43; S 0.41; S 0.51; S 0.47; F 0.13; F 0.10; F 0.11; F 0.09; F 0.17; F 0.11; F 0.11; F 0.06; F 0.05; F 0.10; F 0.17; F 0.12; F 0.07; F 0.06; F 0.09; O -0.41; O -0.35; O -0.39; O -0.38; O -0.36; O -0.39; O -0.36; O -0.34; O -0.36; O -0.38; O -0.36; O -0.35; O -0.39; O -0.39; O -0.41; N -0.25; N -0.24; N -0.24; C -0.09; C -0.18; C -0.22; C -0.15; C -0.10; C -0.15; C -0.55; C -0.10; C -0.24; C -0.07; C 0.09; C -0.08; C -0.13; C -0.15; C -0.13; C -0.13; C -0.08; C -0.04; C -0.12; C -0.09; C -0.61; C -0.69; C -0.16; C -0.67; C -0.08; C 0.09; C -0.67; C -0.19; C 0.04; H 0.11; H 0.08; H 0.10; H 0.12; H 0.13; H 0.14; H 0.15; H 0.11; H 0.07; H 0.09; H 0.12; H 0.13; H 0.15; H 0.12; H 0.08; H 0.10; H 0.10; H 0.08; H 0.15; H 0.13; H 0.08; H 0.13; H 0.08; H 0.14; H 0.07; H 0.10; H 0.13; H 0.10; H 0.11; H 0.14; H 0.12; H 0.13